Record 1
A molecular structure, C21H24BrMnN5OS in a non-equilibrium geometry, computed with ωB97M-V/def2-TZVPD.

Positions of all 54 atoms, in Å:
C: 1.433 4.034 0.164
H: 1.727 6.096 -0.282
C: 3.758 -1.533 -1.452
C: 2.031 5.361 0.458
C: -4.796 1.461 1.850
C: -5.101 2.007 0.569
C: 3.178 -3.065 -3.341
H: -0.932 2.532 -2.856
H: 1.818 3.349 2.069
C: -0.105 1.893 -2.536
H: 4.374 -2.306 -0.996
C: 0.908 3.648 -1.049
Br: -6.574 3.010 0.368
H: 0.893 4.350 -1.871
C: -1.064 -2.685 1.795
C: -4.263 1.748 -0.556
H: -3.140 -1.973 1.870
N: 1.428 3.100 1.162
Mn: 0.143 -0.560 0.352
N: 2.704 -2.176 -2.250
H: 3.123 5.276 0.422
N: 0.436 1.486 -0.187
H: 0.669 2.000 -3.300
C: 0.942 1.862 0.985
H: -0.255 -5.606 3.271
H: 2.178 -2.669 1.294
S: 0.933 0.620 2.177
H: 4.382 -0.943 -2.121
C: 1.102 -4.240 2.325
H: -0.430 0.856 -2.504
H: -5.424 1.691 2.701
H: -4.514 2.172 -1.520
H: 3.324 -0.894 -0.691
H: 2.337 -3.379 -3.953
N: 0.155 -2.278 1.367
H: 0.762 -2.528 -2.726
H: 3.666 -3.932 -2.902
H: -2.554 0.687 -1.252
N: -1.864 -0.609 0.964
C: -2.917 0.341 0.852
C: -2.128 -1.730 1.551
C: 1.216 -3.032 1.632
C: 1.445 -2.011 -2.055
H: 3.891 -2.513 -3.950
C: -3.709 0.637 1.977
C: -1.258 -3.869 2.470
H: -3.460 0.223 2.946
C: 0.421 2.354 -1.222
C: -0.142 -4.670 2.739
C: -3.174 0.934 -0.400
H: -2.249 -4.164 2.791
H: 1.992 -4.820 2.531
O: 0.923 -1.258 -1.137
H: 1.761 5.715 1.455

- Electronic energy: -5285.39213 Ha
- ⟨S²⟩: 3.89
- Frontier orbital gap (alpha / beta): 7.3 / 6.0 eV
- Net charge: +4
- Spin multiplicity: 4
- LUMO energy (alpha / beta): -0.496 / -0.548 Eh
- Energy relative to the best compared isomer or geometry (same formula, charge and spin): 3.2 kcal/mol
- HOMO (alpha / beta): -20.8 / -20.9 eV

---

Record 2
C21H24ClN3O2 in the gas phase, computed with ωB97M-V/def2-TZVPD.

Positions of all 51 atoms, in Å:
C: 0.749 3.213 -1.336
H: -1.384 2.908 2.011
O: -3.453 1.793 2.496
H: 0.013 -3.233 0.612
H: -4.830 -1.339 -2.503
H: -0.669 0.246 2.299
C: -3.953 -0.404 0.630
C: -0.487 -0.616 1.659
C: 1.075 1.990 -1.894
H: 3.960 0.560 -0.907
H: 1.168 4.127 -1.727
C: -3.305 1.269 -0.975
C: -3.843 0.497 -1.989
Cl: -5.196 -2.699 -0.039
C: -0.690 2.090 0.242
C: 0.560 0.822 -1.364
C: -0.313 0.836 -0.276
O: 2.795 -2.146 -1.164
H: 4.584 1.086 0.660
H: -1.790 -2.077 -0.264
H: 0.880 -0.118 -1.784
N: -1.607 2.217 1.304
H: 1.599 -0.108 1.865
C: 1.005 -1.014 1.745
N: -0.850 -0.328 0.288
C: -3.339 0.807 0.336
C: -2.824 1.628 1.470
H: 2.843 1.072 0.354
C: -0.851 -1.555 -0.483
C: 2.610 -1.630 -0.077
C: -0.131 3.254 -0.270
N: 1.393 -1.686 0.523
H: -1.127 -1.434 2.000
H: 5.046 -2.613 0.774
C: 5.052 -1.606 0.364
C: -4.418 -0.731 -1.713
H: -4.014 -0.736 1.655
C: 3.778 0.548 0.164
H: 0.765 -2.950 -0.974
H: 1.756 1.938 -2.729
H: 5.880 -1.054 0.803
H: -0.414 4.201 0.166
H: -0.850 -1.313 -1.544
H: -2.871 2.230 -1.203
C: 0.338 -2.464 -0.097
C: 3.729 -0.900 0.659
H: 1.169 -1.663 2.616
H: 5.198 -1.676 -0.710
C: -4.472 -1.170 -0.399
H: -3.817 0.855 -3.008
H: 3.553 -0.923 1.737

- Electronic energy: -1589.60986 Ha
- Structure (SMILES): CC(C)C(=O)N1CCN(c2ccccc2NC(=O)c2cccc(Cl)c2)CC1
- Frontier orbital gap: 8.7 eV
- Net charge: 0
- Spin multiplicity: 1
- LUMO energy: 0.020 Eh
- Energy relative to the best compared isomer or geometry (same formula, charge and spin): 19.7 kcal/mol
- HOMO: -8.2 eV

---

Record 3
A molecular structure, C21H24ClNOsPSSe2Si, computed with ωB97M-V/def2-TZVPD.

Positions of all 53 atoms, in Å:
C: 4.953 -1.320 -2.010
H: -3.550 6.147 -1.700
H: -2.316 5.052 -2.324
Os: 0.416 -0.013 0.481
H: 0.070 -1.313 2.639
C: 0.168 -1.670 -5.731
H: 1.969 0.483 -3.842
C: -2.675 2.500 -0.362
C: -3.594 1.718 -1.037
H: -5.050 5.391 1.000
C: 0.705 -0.440 2.434
C: 0.084 -2.739 -4.849
H: 5.360 -5.165 -1.995
C: -2.264 -0.252 -0.867
H: -5.507 3.846 0.291
H: 0.906 0.321 -6.053
H: 1.748 -0.757 2.520
Se: 1.019 -2.420 -0.098
H: -2.025 -1.296 -1.010
H: -2.088 6.267 1.045
H: -0.301 -1.737 -6.704
C: 5.242 -4.090 -2.004
H: 4.846 -0.242 -2.006
H: -4.623 3.888 1.819
C: 6.346 -3.268 -2.191
C: 0.678 -2.656 -3.600
H: 0.597 -3.484 -2.908
C: 3.988 -3.533 -1.820
H: -0.446 -3.638 -5.132
Se: 2.223 0.647 -0.870
C: -1.773 5.229 0.906
H: 7.068 -1.252 -2.331
H: -4.020 4.589 -2.376
Cl: 0.374 0.757 3.685
S: -0.095 2.360 0.859
H: 7.324 -3.709 -2.330
H: -0.811 5.240 0.395
C: 3.848 -2.146 -1.828
C: 0.844 -0.513 -5.367
C: -1.507 1.831 0.044
H: -4.515 2.173 -1.388
Si: -3.089 4.346 -0.074
N: -1.346 0.494 -0.193
H: 3.130 -4.174 -1.656
P: 2.208 -1.448 -1.647
C: 6.204 -1.888 -2.193
C: -3.260 5.096 -1.777
C: 1.444 -0.423 -4.121
C: -4.718 4.363 0.840
C: 1.362 -1.495 -3.238
C: -3.406 0.344 -1.304
H: -1.630 4.792 1.896
H: -4.150 -0.230 -1.836

- Electronic energy: -7252.00921 Ha
- Frontier orbital gap: 6.5 eV
- Net charge: +1
- Spin multiplicity: 1
- LUMO energy: -0.167 Eh
- Energy relative to the best compared isomer or geometry (same formula, charge and spin): 21.9 kcal/mol
- HOMO: -11.1 eV

---

Record 4
A molecular structure, C21H24ClNOsPSSe2Si, computed with ωB97M-V/def2-TZVPD.

Positions of all 53 atoms, in Å:
C: 1.819 -1.565 0.378
H: -5.559 1.502 2.758
H: -4.032 1.070 3.536
C: 6.330 -2.145 -2.654
H: -2.571 -1.708 0.574
H: -6.166 0.458 -0.121
C: 2.545 -0.795 1.289
C: -2.122 3.935 -0.718
C: -3.857 2.918 0.555
H: 3.249 -0.048 0.942
H: -5.048 -0.657 -0.914
C: 4.096 -1.435 -3.175
C: 0.919 -2.522 0.832
Os: 0.118 1.984 -1.816
C: 0.752 -2.717 2.195
H: -6.029 -1.206 0.447
H: 4.374 -2.315 0.100
H: -4.787 3.021 1.104
C: 2.369 -0.991 2.647
C: 4.659 -2.125 -0.926
H: 2.933 -0.398 3.355
H: 5.687 -1.511 -4.602
H: -1.643 4.772 -1.207
C: -3.308 4.056 -0.028
H: -2.022 -0.933 2.068
H: -5.316 -0.126 3.370
Se: 2.181 1.001 -1.573
H: 1.340 -2.106 4.163
C: 1.473 -1.953 3.100
Cl: 0.667 3.989 -3.134
C: 3.727 -1.651 -1.845
Se: 0.571 -2.171 -2.639
P: 2.011 -1.330 -1.402
H: 2.159 3.757 -1.280
H: 7.346 -2.341 -2.969
C: -5.463 -0.359 0.051
H: 3.357 -1.105 -3.895
H: 6.682 -2.753 -0.627
H: 0.057 -3.467 2.549
C: 5.959 -2.375 -1.337
H: -3.403 -2.032 2.092
C: -4.818 0.708 2.871
H: -3.792 5.018 0.051
C: -2.904 -1.253 1.509
C: -3.258 1.657 0.462
N: -1.529 2.741 -0.817
Si: -4.118 0.136 1.241
C: -2.074 1.640 -0.257
H: 0.567 4.461 -0.783
C: 5.399 -1.676 -3.573
H: 0.356 -3.105 0.114
C: 1.080 3.724 -1.391
S: -0.965 0.327 -0.670

- Electronic energy: -7251.96727 Ha
- Frontier orbital gap: 5.7 eV
- Net charge: +1
- Spin multiplicity: 1
- LUMO energy: -0.189 Eh
- Energy relative to the best compared isomer or geometry (same formula, charge and spin): 48.2 kcal/mol
- HOMO: -10.8 eV

---

Record 5
C21H24FN3O5S2 in the gas phase in a non-equilibrium geometry, computed with ωB97M-V/def2-TZVPD.

Positions of all 56 atoms, in Å:
C: 7.205 1.412 0.516
C: 1.328 -1.794 -0.723
H: -0.158 -0.126 1.819
C: -0.729 -2.395 0.615
H: 7.250 0.092 2.224
S: 3.903 1.285 -0.547
H: -3.767 -2.059 -2.349
H: 4.562 1.427 1.898
H: 1.737 1.444 1.335
H: 3.115 -1.136 -1.736
C: -6.390 2.192 0.591
H: 8.283 1.319 0.410
C: 0.409 -1.488 0.277
H: -2.632 -3.988 0.851
H: 4.923 -0.293 2.166
H: 6.886 -0.526 -0.415
H: -5.476 0.474 1.510
O: -1.773 0.629 -0.477
O: 4.171 1.300 -1.957
O: -0.849 -2.877 1.724
C: 6.434 0.472 -0.407
C: 1.608 0.528 0.782
C: -3.894 -2.311 0.267
C: 5.229 0.606 1.626
F: -7.527 2.079 1.298
C: 2.505 0.220 -0.221
H: -4.898 -2.686 0.046
H: -3.012 -0.451 -2.360
C: -2.824 -3.379 -0.032
N: -1.597 -2.699 -0.392
C: -5.094 3.344 -1.050
H: 6.332 0.831 -1.429
H: 6.908 2.442 0.317
O: -2.789 -0.090 1.658
N: 5.111 0.373 0.190
C: -3.081 -1.393 -1.819
C: -4.223 1.406 0.046
C: -5.379 1.268 0.790
H: -0.922 -1.243 -1.714
C: -1.678 -2.025 -1.669
C: 6.699 0.972 1.890
O: 3.702 2.545 0.117
H: -1.503 -2.749 -2.475
H: 6.793 1.751 2.643
H: -3.123 -4.020 -0.866
S: -2.922 0.189 0.262
H: -7.076 3.928 -0.443
C: 2.386 -0.937 -0.967
N: -3.651 -1.116 -0.520
C: -4.068 2.428 -0.869
H: -3.839 -2.011 1.314
C: 0.560 -0.337 1.043
C: -6.265 3.228 -0.320
H: -4.981 4.149 -1.758
H: 1.219 -2.703 -1.296
H: -3.141 2.499 -1.415

- Electronic energy: -2251.32151 Ha
- Structure (SMILES): O=C(c1ccc(S(=O)(=O)N2CCCC2)cc1)N1CCN(S(=O)(=O)c2cccc(F)c2)CC1
- Frontier orbital gap: 9.6 eV
- Net charge: 0
- Spin multiplicity: 1
- LUMO energy: 0.015 Eh
- Energy relative to the best compared isomer or geometry (same formula, charge and spin): 5.6 kcal/mol
- HOMO: -9.2 eV